# 1
{"formula": "C2H3I2NO", "method": "ωB97M-V/def2-TZVPD", "symbols": ["C", "C", "N", "O", "I", "I", "H", "H", "H"], "coordinates": [[-0.219, -0.454, 0.384], [-0.521, 0.855, -0.263], [1.131, -0.694, 0.800], [-1.136, -1.280, 0.524], [-2.583, 1.361, -0.364], [0.645, 2.557, -0.005], [-0.378, -0.143, -2.121], [1.896, -0.437, 0.074], [1.165, -1.765, 0.972]], "energy_ev": -21857.4241, "homo_ev": [-8.990, -9.399], "orbital_gap_ev": [7.871, 7.649], "de_lowest_ev": 3.9487, "lumo_ev": [-1.1, -1.7]}

# 2
{"formula": "C3H7N2S2", "method": "ωB97M-V/def2-TZVPD", "symbols": ["C", "C", "C", "N", "N", "S", "S", "H", "H", "H", "H", "H", "H", "H"], "coordinates": [[1.321, 0.306, -1.274], [-0.282, -0.209, 0.268], [-1.112, -1.190, 1.001], [1.908, 0.720, -0.185], [0.184, -0.279, -1.096], [1.062, 0.538, 1.196], [-1.828, 1.788, -0.030], [1.724, 0.261, -2.365], [-0.677, -2.112, 1.099], [-2.047, -1.382, 0.472], [-1.352, -0.652, 1.917], [2.952, 0.783, -0.218], [-0.274, -0.675, -1.916], [-1.579, 2.103, 1.132]], "energy_ev": -27865.5698, "total_charge": 1, "homo_ev": [-12.338, -12.332], "orbital_gap_ev": [7.367, 7.360], "de_lowest_ev": 3.3249, "lumo_ev": [-5.0, -5.0]}

# 3
{"formula": "C4H14O3", "method": "ωB97M-V/def2-TZVPD", "symbols": ["C", "C", "C", "C", "O", "H", "H", "H", "H", "H", "H", "H", "H", "H", "H", "O", "H", "H", "O", "H", "H"], "coordinates": [[2.060, -0.291, 1.189], [0.759, 0.206, 0.511], [-0.036, 1.135, 1.413], [-1.366, 1.556, 0.797], [-1.279, 1.876, -0.605], [2.208, 0.234, 2.132], [2.895, -0.115, 0.507], [2.222, -1.345, 1.438], [1.134, 0.744, -0.362], [0.116, -0.549, 0.051], [-0.110, 0.730, 2.432], [0.527, 2.028, 1.710], [-1.697, 2.529, 1.153], [-2.131, 0.788, 0.912], [-0.768, 1.212, -1.069], [-1.099, -0.538, -2.561], [-0.712, -0.882, -3.376], [-2.032, -0.462, -2.693], [0.765, -3.152, -0.189], [1.688, -3.476, -0.236], [0.722, -2.431, 0.458]], "energy_ev": -10516.8304, "homo_ev": -9.936, "orbital_gap_ev": 10.653, "de_lowest_ev": 1.0988, "lumo_ev": 0.7}